This record from the OMol25 dataset describes one molecule with the formula C4H6N2O. The level of theory is ωB97M-V with the def2-TZVPD basis set.

Each line ends with the Mulliken charge.
CARTESIAN COORDINATES (ANGSTROEM)
1 O 0.10 2.40 1.01  -0.50
2 N -0.87 0.67 -0.23  -0.54
3 N 1.08 -0.41 -0.02  0.01
4 C -0.36 -0.48 -0.16  0.51
5 C -1.04 -1.81 -0.20  -1.08
6 C 0.25 1.60 -0.14  0.37
7 C 1.56 0.82 0.02  -0.52
8 H -0.92 -2.33 0.75  0.32
9 H -0.61 -2.44 -0.99  0.33
10 H 1.65 -1.24 0.14  0.21
11 H 0.26 2.21 -1.06  0.25
12 H -2.10 -1.66 -0.40  0.29
13 H 0.99 2.67 1.26  0.36

Its energy above the lowest of the compared OMol25 structures with the same formula, charge and spin is 62.50 kcal per mole. The lowest unoccupied orbital energy is 0.54 eV. Its total energy is -340.695305 Eh.